Here is a molecular structure, C36H28BCl5N6Ru at a distorted geometry from OMol25. Energies are from ωB97M-V with the def2-TZVPD basis set.

For the LUMO energy (alpha / beta), the calculation gives -2.090 / -5.614 eV. As for the total charge: +1. The value obtained for the energy above the lowest of the compared OMol25 structures with the same formula, charge and spin is 0.000 eV. The spin multiplicity is 6. As for the total energy: -4137.690440 a.u. The value obtained for the gap between HOMO and LUMO (alpha / beta) is 8.948 / 5.390 eV. Its expectation value of S² is 8.76. For the HOMO energy (alpha / beta), the calculation gives -11.038 / -11.003 eV.

Atoms and positions in Å:
Ru1 -0.24 -0.41 0.00
C1 -0.24 4.70 1.97
C2 -0.31 3.22 2.12
C3 -0.92 2.51 3.13
C4 -0.71 1.15 2.82
N1 -0.02 1.10 1.67
N2 0.23 2.34 1.25
B1 1.11 2.55 0.00
N3 2.22 1.47 0.00
N4 2.00 0.15 0.00
C5 3.18 -0.48 0.00
C6 4.20 0.48 -0.01
C7 3.55 1.70 -0.01
C8 4.16 3.05 -0.01
C9 3.30 -1.93 0.00
C10 2.17 -2.75 0.00
C11 2.28 -4.12 0.00
C12 3.54 -4.71 -0.01
C13 4.67 -3.92 -0.01
C14 4.56 -2.55 -0.01
N5 0.22 2.33 -1.25
N6 -0.01 1.09 -1.68
C15 -0.72 1.15 -2.82
C16 -0.96 2.50 -3.11
C17 -0.35 3.22 -2.10
C18 -0.30 4.69 -1.93
C19 -1.01 -0.04 -3.60
C20 -0.66 -1.31 -3.11
C21 -0.89 -2.44 -3.87
C22 -1.42 -2.32 -5.14
C23 -1.76 -1.07 -5.64
C24 -1.56 0.06 -4.87
C25 -1.01 -0.04 3.60
C26 -1.57 0.06 4.87
C27 -1.78 -1.07 5.63
C28 -1.45 -2.32 5.13
C29 -0.91 -2.44 3.86
C30 -0.67 -1.30 3.11
H1 -0.50 5.17 2.91
H2 -0.94 5.04 1.21
H3 0.76 5.02 1.67
H4 -1.45 2.91 3.97
H5 1.57 3.63 -0.01
H6 5.25 0.32 -0.01
H7 5.24 2.97 -0.01
H8 3.85 3.61 0.87
H9 3.85 3.61 -0.89
H10 1.16 -2.27 0.00
H11 1.40 -4.74 0.00
H12 3.62 -5.79 -0.01
H13 5.65 -4.38 -0.01
H14 5.45 -1.94 -0.01
H15 -1.49 2.90 -3.94
H16 -0.56 5.17 -2.87
H17 0.68 5.03 -1.62
H18 -1.02 5.01 -1.18
H19 -0.18 -1.40 -2.12
H20 -0.62 -3.41 -3.48
H21 -1.57 -3.20 -5.75
H22 -2.17 -0.98 -6.63
H23 -1.82 1.03 -5.27
H24 -1.82 1.03 5.27
H25 -2.19 -0.98 6.62
H26 -1.60 -3.21 5.73
H27 -0.65 -3.41 3.47
H28 -0.19 -1.40 2.12
Cl1 -1.15 -4.15 -0.01
C31 -2.41 -2.98 0.00
C32 -2.07 -1.63 0.00
C33 -3.14 -0.74 0.00
Cl2 -2.73 0.95 0.00
C34 -4.47 -1.12 0.00
Cl3 -5.73 0.05 0.00
C35 -4.77 -2.49 0.00
Cl4 -6.40 -3.00 0.00
C36 -3.74 -3.42 0.00
Cl5 -4.11 -5.10 0.00